(1)
DFT (the ωB97M-V functional and the def2-TZVPD basis) results for C41H37N5P2Re as an isolated structure in a non-equilibrium geometry.

## Properties
<S²>: 0.792
LUMO (spin up / spin down): -14.358 / -13.881 eV
Maximum force: 0.03286 hartree/bohr
Gap between HOMO and LUMO (spin up / spin down): 0.1723 / 0.1924 Ha
Energy relative to the best compared isomer or geometry (same formula, charge and spin): 0.5435 eV
2S+1: 2
Net charge: +4

Each line ends with the Mulliken spin population.
Positions of all 86 atoms, in Å:
Re1 0.08 0.27 -0.20  0.72
N1 3.86 2.43 0.64  0.02
C1 2.99 1.62 0.11  0.03
N2 1.73 1.49 0.54  0.03
C2 1.35 2.28 1.63  0.00
N3 0.14 2.16 2.16  0.02
N4 -0.56 1.21 1.51  -0.01
C3 -1.77 0.91 1.92  -0.03
C4 -2.51 -0.04 1.14  0.04
C5 -3.79 -0.42 1.50  -0.02
C6 -4.47 -1.33 0.68  0.02
C7 -3.84 -1.82 -0.44  -0.01
C8 -2.54 -1.40 -0.74  0.03
N5 -1.88 -0.54 0.03  0.00
C9 2.25 3.23 2.21  0.00
C10 1.90 4.08 3.26  0.00
C11 2.83 4.95 3.78  0.00
C12 4.13 4.99 3.25  0.00
C13 4.51 4.16 2.22  0.00
C14 3.56 3.29 1.70  -0.01
H1 4.80 2.43 0.27  0.00
H2 3.33 1.01 -0.72  0.00
H3 -2.16 1.38 2.82  0.00
H4 -4.24 -0.02 2.40  0.00
H5 -5.48 -1.65 0.93  0.00
H6 -4.34 -2.52 -1.10  0.00
H7 -2.02 -1.79 -1.60  0.01
H8 0.89 4.04 3.67  0.00
H9 2.56 5.61 4.59  0.00
H10 4.86 5.67 3.67  0.00
H11 5.51 4.18 1.82  0.00
C15 2.85 -1.07 -2.35  0.02
C16 2.11 -0.06 -3.24  -0.01
P1 0.49 0.48 -2.59  0.03
C17 -0.71 0.29 -3.91  -0.01
C18 -1.42 -0.90 -4.06  0.00
C19 -2.25 -1.07 -5.16  0.00
C20 -2.36 -0.05 -6.10  0.00
C21 -1.64 1.13 -5.96  0.00
C22 -0.81 1.31 -4.86  0.00
C23 0.40 2.17 -2.03  0.02
C24 1.37 3.17 -2.10  0.04
C25 1.12 4.38 -1.48  -0.01
C26 -0.05 4.59 -0.73  0.00
C27 -1.01 3.59 -0.64  0.02
C28 -0.80 2.38 -1.30  0.04
C29 1.92 -2.20 -1.86  -0.01
P2 1.22 -1.88 -0.21  0.04
C30 0.17 -3.27 0.20  0.01
C31 -0.49 -3.97 -0.82  0.00
C32 -1.20 -5.12 -0.52  0.00
C33 -1.27 -5.56 0.80  0.00
C34 -0.64 -4.86 1.82  0.00
C35 0.08 -3.71 1.52  0.00
C36 2.56 -1.80 0.98  0.00
C37 3.73 -2.54 0.78  0.00
C38 4.69 -2.58 1.78  0.00
C39 4.49 -1.89 2.97  0.00
C40 3.32 -1.15 3.17  0.01
C41 2.36 -1.11 2.18  0.01
H12 3.31 -0.59 -1.49  0.00
H13 3.67 -1.49 -2.93  0.00
H14 1.87 -0.51 -4.20  0.00
H15 2.72 0.82 -3.45  0.00
H16 -1.32 -1.71 -3.35  0.00
H17 -2.80 -1.99 -5.29  0.00
H18 -3.02 -0.18 -6.95  0.00
H19 -1.71 1.91 -6.70  0.00
H20 -0.25 2.23 -4.76  0.00
H21 2.28 3.03 -2.67  0.00
H22 1.84 5.19 -1.58  0.00
H23 -0.23 5.55 -0.26  0.00
H24 -1.94 3.78 -0.11  0.00
H25 -1.62 1.66 -1.39  -0.05
H26 2.44 -3.15 -1.77  0.00
H27 1.11 -2.36 -2.57  0.00
H28 -0.42 -3.66 -1.86  0.00
H29 -1.68 -5.69 -1.31  0.00
H30 -1.82 -6.47 1.04  0.00
H31 -0.69 -5.21 2.84  0.00
H32 0.59 -3.18 2.32  0.00
H33 3.90 -3.11 -0.13  0.00
H34 5.59 -3.17 1.64  0.00
H35 5.23 -1.95 3.76  0.00
H36 3.16 -0.63 4.11  0.00
H37 1.44 -0.56 2.35  0.00

(2)
DFT (the ωB97M-V functional and the def2-TZVPD basis) results for a 2-piece molecular cluster, C5H11IO3S overall in a non-equilibrium geometry.

## Properties
LUMO (spin up / spin down): -1.267 / -3.196 eV
Maximum force: 0.07446 hartree/bohr
Gap between HOMO and LUMO (spin up / spin down): 0.3096 / 0.2363 Ha
Energy relative to the best compared isomer or geometry (same formula, charge and spin): 2.6907 eV
Net charge: 0

Each line ends with the Löwdin charge.
Positions of all 21 atoms, in Å:
C1 -0.02 -1.10 1.80  -0.02
C2 -2.00 -0.49 0.43  -0.02
C3 2.75 2.24 -0.57  -0.13
C4 0.22 0.87 0.14  -0.03
C5 -0.47 -0.49 0.41  -0.63
O1 2.44 -0.38 -0.27  -0.32
O2 2.30 1.18 1.72  -0.37
O3 0.02 -1.31 -0.64  -0.10
S1 1.99 0.87 0.36  0.66
I1 -0.02 2.74 3.74  0.13
H1 -0.82 -1.43 2.39  0.05
H2 0.81 -1.87 1.80  0.12
H3 0.54 -0.34 2.33  0.02
H4 -2.44 0.36 -0.10  0.08
H5 -2.37 -0.50 1.47  0.09
H6 -2.24 -1.43 0.00  0.08
H7 3.78 2.04 -0.66  0.04
H8 2.54 2.38 -1.66  0.09
H9 2.78 3.16 0.04  0.07
H10 -0.40 1.72 0.39  0.08
H11 1.10 -1.09 -0.69  0.11